C4H6N2O | ωB97M-V with the def2-TZVPD basis set

Values from the calculation:
Energy above the lowest of the compared OMol25 structures with the same formula, charge and spin in kcal/mol: 166.43
Frontier orbital gap (alpha / beta) in eV: 7.20 / 7.55
Total energy in eV: -9266.28455
E_HOMO (alpha / beta) in eV: -8.53 / -8.91
Max |F| in Eh/bohr: 0.046
Multiplicity: 1

Each line ends with the Löwdin charge.
Positions of all 13 atoms, in Å:
C  2.446  0.488  -0.229  -0.05
O  1.631  -0.416  0.526  -0.05
C  0.315  -0.315  0.412  -0.40
C  -0.520  -1.252  1.257  0.04
N  -1.709  -0.858  0.810  -0.04
C  -1.673  0.322  -0.026  -0.16
N  -0.359  0.544  -0.318  0.10
H  2.217  0.402  -1.292  0.09
H  3.488  0.213  -0.039  0.09
H  2.257  1.508  0.111  0.09
H  -2.904  -0.053  -1.726  0.14
H  -2.539  -1.197  1.273  0.12
H  -2.649  0.614  -0.760  0.02

C4H6N2O | ωB97M-V with the def2-TZVPD basis set

Values from the calculation:
Energy above the lowest of the compared OMol25 structures with the same formula, charge and spin in kcal/mol: 135.44
Frontier orbital gap in eV: 9.49
Total energy in eV: -9267.62845
E_HOMO in eV: -8.41
Max |F| in Eh/bohr: 0.058
Multiplicity: 1

Each line ends with the Löwdin charge.
Positions of all 13 atoms, in Å:
C  -2.334  0.574  0.259  -0.06
O  -1.550  -0.571  -0.187  -0.11
C  -0.205  -0.398  -0.318  -0.23
N  0.305  0.745  -0.456  -0.07
N  1.566  0.979  -0.154  -0.01
C  2.348  -0.773  0.122  0.00
C  1.308  -1.550  0.077  0.00
H  -3.354  0.218  0.456  0.09
H  -1.919  0.996  1.181  0.09
H  -2.376  1.359  -0.505  0.09
H  1.891  1.591  -0.927  0.09
H  3.412  -0.619  0.336  0.07
H  0.910  -2.551  0.118  0.06

C4H6N2O | ωB97M-V with the def2-TZVPD basis set

Values from the calculation:
Energy above the lowest of the compared OMol25 structures with the same formula, charge and spin in kcal/mol: 106.58
Frontier orbital gap in eV: 9.43
Total energy in eV: -9268.88001
E_HOMO in eV: -9.34
Max |F| in Eh/bohr: 0.113
Multiplicity: 1

Each line ends with the Löwdin charge.
Positions of all 13 atoms, in Å:
C  1.985  0.032  0.145  -0.45
C  -2.221  -0.311  -0.365  0.02
C  0.793  0.840  -0.491  -0.03
C  -0.060  -0.078  0.273  -0.47
N  -0.971  -0.708  -0.485  0.02
N  1.075  -0.814  0.726  0.15
O  3.175  0.053  0.008  0.10
H  -3.051  -0.664  -1.012  0.09
H  -2.360  0.339  0.446  0.00
H  0.586  1.915  -0.321  0.12
H  0.767  0.640  -1.585  0.14
H  -0.988  0.512  1.705  0.18
H  1.272  -1.755  0.956  0.14

C4H6N2O | ωB97M-V with the def2-TZVPD basis set

Values from the calculation:
Energy above the lowest of the compared OMol25 structures with the same formula, charge and spin in kcal/mol: 135.55
Frontier orbital gap (alpha / beta) in eV: 8.72 / 7.69
Total energy in eV: -9267.62369
E_HOMO (alpha / beta) in eV: -7.98 / -7.90
Max |F| in Eh/bohr: 0.077
Multiplicity: 1

Each line ends with the Löwdin charge.
Positions of all 13 atoms, in Å:
C  -1.549  -0.815  0.551  -0.11
C  -0.514  0.231  0.657  -0.40
C  0.471  0.306  -0.180  0.03
C  1.664  1.002  -0.617  -0.10
N  -1.389  -1.722  -0.359  -0.10
N  -0.416  -1.616  -1.208  0.06
O  -0.701  1.287  1.432  0.05
H  -2.402  -0.809  1.115  0.07
H  2.456  0.353  -1.221  0.12
H  1.665  1.994  -1.092  0.07
H  2.254  1.118  0.348  0.10
H  -0.070  -2.512  -1.496  0.05
H  -1.469  1.183  2.069  0.15